No. 1
Formula: C22H44Br10O6S3
Source: the Open Molecules 2025 dataset
Level of theory: the ωB97M-V functional and the def2-TZVPD basis

Values from the calculation:
highest occupied orbital energy	-10.16	eV
E	-28250.6782	a.u.
ΔE to the lowest compared entry with this formula, charge and spin	302.32	kJ/mol
orbital gap	0.37061	Ha

Last column: Mulliken charge in e.
Element x y z (Å)
1 O -17.170 -1.175 -34.341  -0.6417
2 S -18.141 -1.662 -33.322  1.0354
3 O -19.603 -1.620 -33.564  -0.6302
4 C -17.666 -3.386 -32.673  -0.7374
5 C -18.209 -3.338 -31.280  -0.5211
6 C -17.675 -2.028 -30.697  -0.6526
7 C -17.910 -0.914 -31.721  -0.5227
8 H -16.582 -3.338 -32.572  0.3080
9 H -17.985 -4.156 -33.376  0.4179
10 H -19.298 -3.385 -31.305  0.3304
11 H -17.795 -4.111 -30.633  0.3078
12 H -16.673 -1.931 -30.280  0.3628
13 H -18.321 -1.836 -29.840  0.2809
14 H -16.939 -0.436 -31.843  0.2647
15 H -18.736 -0.218 -31.577  0.3982
16 O -16.118 1.796 -25.449  -0.6036
17 S -14.846 2.332 -24.998  1.0432
18 O -13.638 1.569 -25.219  -0.6502
19 C -14.575 4.039 -25.651  -0.5293
20 C -14.855 4.991 -24.459  -0.7328
21 C -15.556 4.271 -23.213  -0.5846
22 C -14.956 2.854 -23.163  -0.7068
23 H -15.279 4.209 -26.465  0.3758
24 H -13.513 4.076 -25.895  0.3214
25 H -13.909 5.407 -24.112  0.3080
26 H -15.447 5.863 -24.738  0.3368
27 H -16.618 4.232 -23.457  0.3100
28 H -15.414 4.850 -22.301  0.3459
29 H -15.490 2.106 -22.578  0.4376
30 H -13.916 2.940 -22.846  0.3261
31 O -8.518 -0.339 -33.321  -0.6471
32 S -8.899 -0.113 -31.917  1.1016
33 O -7.998 0.280 -30.836  -0.6434
34 C -10.293 1.052 -31.961  -0.7242
35 C -11.442 0.429 -31.108  -0.5484
36 C -11.375 -1.056 -31.384  -0.6515
37 C -9.857 -1.577 -31.356  -0.6646
38 H -10.644 0.930 -32.985  0.3448
39 H -10.009 2.085 -31.758  0.4148
40 H -11.319 0.574 -30.035  0.3241
41 H -12.416 0.780 -31.450  0.3090
42 H -11.814 -1.229 -32.367  0.3268
43 H -11.953 -1.648 -30.674  0.3335
44 H -9.745 -2.423 -32.034  0.3527
45 H -9.430 -1.751 -30.369  0.3721
46 Br -16.127 -3.709 -21.611  -0.1317
47 C -17.370 -3.737 -23.190  -0.6950
48 C -18.808 -3.936 -22.804  -0.5761
49 Br -19.473 -2.229 -21.988  -0.1338
50 H -17.071 -4.435 -23.972  0.3915
51 H -17.254 -2.846 -23.807  0.4014
52 H -18.898 -4.832 -22.189  0.3843
53 H -19.392 -4.082 -23.713  0.3604
54 Br -21.764 3.312 -23.727  -0.1786
55 C -22.070 2.430 -25.474  -0.6259
56 C -21.289 3.308 -26.505  -0.5207
57 Br -21.925 2.736 -28.239  -0.1666
58 H -23.137 2.312 -25.662  0.4056
59 H -21.748 1.389 -25.500  0.3968
60 H -20.218 3.109 -26.453  0.3104
61 H -21.496 4.375 -26.428  0.3805
62 Br -9.697 -2.773 -18.167  -0.1505
63 C -11.286 -1.782 -17.596  -0.5897
64 C -11.449 -0.387 -18.222  -0.5509
65 Br -13.190 0.400 -17.712  -0.1569
66 H -11.333 -1.699 -16.511  0.3716
67 H -12.151 -2.379 -17.885  0.3563
68 H -11.541 -0.481 -19.304  0.3431
69 H -10.634 0.301 -17.996  0.3767
70 Br -17.590 6.010 -31.331  -0.0937
71 C -17.351 7.869 -32.017  -0.6772
72 C -18.335 8.866 -31.332  -0.5480
73 Br -17.770 8.906 -29.460  -0.1313
74 H -17.614 7.827 -33.074  0.3400
75 H -16.291 8.105 -31.923  0.3832
76 H -19.383 8.616 -31.498  0.3569
77 H -18.329 9.885 -31.718  0.3698
78 Br -14.055 7.390 -16.875  -0.1531
79 C -12.738 7.608 -15.471  -0.6111
80 C -12.869 6.639 -14.352  -0.5496
81 Br -11.928 7.322 -12.789  -0.1490
82 H -12.837 8.623 -15.085  0.3671
83 H -11.743 7.562 -15.913  0.3581
84 H -12.537 5.653 -14.677  0.3621
85 H -13.905 6.433 -14.082  0.3758

No. 2
Formula: C13H14Br2N2OS4SbTc
Source: the Open Molecules 2025 dataset
Level of theory: the ωB97M-V functional and the def2-TZVPD basis

Values from the calculation:
highest occupied orbital energy (spin up / spin down)	-7.11 / -7.11	eV
E	-7750.3003	a.u.
ΔE to the lowest compared entry with this formula, charge and spin	130.13	kJ/mol
orbital gap (spin up / spin down)	0.19733 / 0.19739	Ha

Last column: Mulliken charge in e.
Element x y z (Å)
1 Tc -0.706 0.962 -0.376  0.1335
2 Br -3.013 -2.244 -2.554  -0.0716
3 C -1.217 -2.954 -2.606  -0.4738
4 Br -0.452 -3.078 -0.839  -0.1137
5 H -0.592 -2.280 -3.185  0.2518
6 H -1.251 -3.963 -3.015  0.4016
7 S -0.927 4.952 -2.658  -0.6220
8 Sb -2.825 4.286 -1.537  0.4543
9 S -0.549 2.766 1.089  -0.1221
10 S -2.513 1.903 -1.584  -0.4654
11 S -1.915 4.181 0.999  -0.2601
12 C 0.927 2.128 -3.009  -0.8205
13 C 0.198 1.175 -2.180  0.8215
14 O -0.257 0.080 -2.454  -0.4128
15 H 1.088 1.763 -4.022  0.3168
16 H 1.865 2.410 -2.531  0.2783
17 H 0.325 3.055 -3.042  -0.2101
18 C 0.801 0.283 0.470  -0.6311
19 C 1.992 -0.070 1.104  1.6695
20 C 2.631 -1.309 0.895  -0.2312
21 C 3.835 -1.581 1.510  -0.6196
22 C 4.430 -0.645 2.343  -0.3842
23 C 3.800 0.572 2.573  -0.6469
24 C 2.598 0.865 1.968  -0.2726
25 H 2.165 -2.038 0.251  0.3111
26 H 4.320 -2.530 1.336  0.3997
27 H 5.385 -0.856 2.802  0.3995
28 H 4.255 1.302 3.223  0.4006
29 H 2.097 1.807 2.133  0.3949
30 N -1.775 -1.137 1.731  -0.1246
31 C -2.835 -1.786 2.240  -0.2095
32 C -3.915 -1.479 1.444  -0.8990
33 C -3.411 -0.617 0.467  -0.7226
34 N -2.116 -0.419 0.655  0.5983
35 H -0.816 -1.141 2.049  0.0210
36 H -2.769 -2.399 3.116  0.4580
37 H -4.925 -1.817 1.540  0.3834
38 H -3.931 -0.145 -0.345  0.6193

No. 3
Formula: C4H11N3O2
Source: the Open Molecules 2025 dataset
Level of theory: the ωB97M-V functional and the def2-TZVPD basis

Values from the calculation:
highest occupied orbital energy (spin up / spin down)	0.85 / -5.71	eV
<S²>	0.750
E	-473.6989	a.u.
ΔE to the lowest compared entry with this formula, charge and spin	213.68	kJ/mol
net charge	-1
spin multiplicity	2
orbital gap (spin up / spin down)	0.09723 / 0.34524	Ha

Last column: Mulliken charge in e.
Element x y z (Å)
1 C -0.034 -2.168 1.520  -0.3729
2 C 1.221 -2.933 1.882  -0.1656
3 O 2.225 -2.995 0.982  -0.1782
4 O 1.447 -3.436 2.952  -0.4895
5 H -0.583 -2.513 0.621  0.4871
6 H 0.204 -1.156 1.105  -0.1383
7 H -0.704 -2.091 2.378  0.2477
8 C 0.197 3.095 -1.572  -1.6495
9 C -0.690 1.002 -0.572  -2.7207
10 N -0.687 1.886 -1.645  0.3172
11 N 0.376 0.645 0.034  0.2460
12 N -1.909 0.290 -0.488  -0.1109
13 H -1.601 2.314 -1.900  0.4770
14 H 1.284 0.744 -0.369  0.3300
15 H 2.092 -2.551 0.133  0.3089
16 H -1.596 -0.614 -0.152  0.3526
17 H -2.762 0.678 -0.125  0.6436
18 H 0.950 2.771 -2.354  0.2784
19 H 0.817 3.014 -0.600  0.3402
20 H -0.247 4.016 -1.829  0.7969

No. 4
Formula: C4H33N2O13
Source: the Open Molecules 2025 dataset
Level of theory: the ωB97M-V functional and the def2-TZVPD basis

Values from the calculation:
highest occupied orbital energy	-5.18	eV
E	-1259.5848	a.u.
ΔE to the lowest compared entry with this formula, charge and spin	733.85	kJ/mol
net charge	-1
orbital gap	0.29139	Ha

Last column: Mulliken charge in e.
Element x y z (Å)
1 C 0.696 1.495 0.695  -0.9850
2 N 0.045 0.228 0.949  0.2892
3 C -1.336 0.221 0.471  0.5026
4 O -2.209 1.092 1.077  -1.0095
5 C 1.376 1.537 -0.635  -0.1612
6 N 2.552 0.702 -0.660  -0.3475
7 C 3.236 0.560 -1.914  -0.3060
8 O 4.260 1.525 -2.051  -0.5877
9 H 1.162 1.864 1.621  0.4717
10 H -0.024 2.336 0.705  0.4512
11 H 0.043 0.073 1.945  -0.1913
12 H -1.705 -0.817 0.502  -0.4758
13 H -1.348 0.451 -0.594  0.0660
14 H 1.625 2.582 -0.845  0.4622
15 H 0.621 1.308 -1.407  0.3665
16 H 2.450 -0.137 -0.098  0.5763
17 H 2.524 0.703 -2.747  0.2373
18 H 3.699 -0.419 -1.863  0.3337
19 H 4.419 1.953 -1.191  0.3615
20 H -2.588 1.693 -2.225  0.4437
21 H -1.714 2.691 -2.960  0.2899
22 O -2.084 1.821 -3.065  -0.7178
23 H -3.400 1.749 -0.029  0.3469
24 H -3.774 0.776 -1.093  0.3513
25 O -3.715 1.742 -0.984  -0.8096
26 H -2.217 2.773 3.610  0.2231
27 H -1.955 1.561 2.495  0.3972
28 O -1.908 1.857 3.484  -0.7760
29 H 2.375 -1.555 1.457  0.2817
30 H 3.055 -0.520 2.437  0.2469
31 O 2.930 -0.753 1.524  -0.6086
32 H -0.329 -0.152 5.312  0.2565
33 H -0.718 0.886 4.134  0.3986
34 O -0.201 0.092 4.389  -0.6188
35 H -0.501 -2.490 -4.342  0.2716
36 H -1.165 -1.158 -4.282  0.4352
37 O -1.005 -1.903 -4.915  -0.7024
38 H 0.288 -2.881 -0.674  0.2434
39 H -0.109 -1.511 -0.126  -0.0954
40 O 0.009 -2.416 0.139  -0.5749
41 H 2.034 -0.432 -1.643  0.4699
42 H 1.170 0.150 -0.590  -0.3027
43 O 1.129 -0.159 -1.510  -0.5224
44 H -1.483 0.234 -2.585  0.4594
45 H -0.476 -0.871 -2.180  0.4104
46 O -1.398 -0.722 -2.444  -0.8253
47 H 1.134 -3.151 3.776  0.2618
48 H 0.566 -2.669 2.389  0.3254
49 O 1.363 -2.749 2.952  -0.6456
50 H -2.146 -2.557 1.075  0.3707
51 H -2.697 -2.398 2.375  0.3345
52 O -2.215 -3.072 1.905  -0.6730